w | ORCA calculation (ωB97M-V/def2-TZVPD) on a molecular structure, C4H4IN.

## Properties
Kohn-Sham gap (alpha / beta) = 6.09 / 6.09 eV
HOMO (alpha / beta) = -7.56 / -7.57 eV

```
! RIJCOSX wB97M-V def2-TZVPD def2/J DEFGRID3
* xyz 0 1
C 1.2021 -0.6904 1.9390
C 0.3498 -0.6532 2.7462
C -0.3670 0.0874 -0.5723
C -1.0825 0.6699 -1.8096
N 2.0768 -0.9654 1.0225
I 1.5710 -0.5681 -0.8446
H -0.0158 -0.1914 3.5966
H -0.4421 1.3224 -2.2352
H -1.1964 -0.1051 -2.4556
H -2.0958 1.0940 -1.3871
*
```

=====

x | ORCA calculation (ωB97M-V/def2-TZVPD) on C4H4IN in the gas phase.

## Properties
Kohn-Sham gap (alpha / beta) = 7.13 / 7.13 eV
HOMO (alpha / beta) = -8.09 / -8.09 eV

```
! RIJCOSX wB97M-V def2-TZVPD def2/J DEFGRID3
* xyz 0 1
C 0.0997 1.2824 -0.4293
C -0.8155 1.6685 0.4088
C 1.1258 0.2260 -0.3336
C 0.1114 -0.7240 0.2413
N -1.0074 0.3507 0.4468
I -2.9150 -0.5060 -0.0962
H 1.5725 -0.0766 -1.3629
H 1.8800 0.4867 0.3659
H -0.3074 -1.5426 -0.3654
H 0.2559 -1.1650 1.1248
*
```

=====

Least stable structure: w

=====

w | ORCA calculation (ωB97M-V/def2-TZVPD) on 2 unconnected molecules or ions with the total composition C5H14O.

## Properties
Kohn-Sham gap = 11.00 eV
SMILES string = CC(C)O.CC
HOMO = -10.14 eV

```
! RIJCOSX wB97M-V def2-TZVPD def2/J DEFGRID3
* xyz 0 1
C -2.2189 0.7321 1.0561
C -1.3242 0.6062 -0.1189
C -2.1068 0.8437 -1.4062
O -0.3327 1.6188 0.1864
H -2.0925 -0.1022 1.7821
H -3.2992 0.7148 0.8752
H -2.0770 1.6814 1.6188
H -0.6805 -0.3575 0.0035
H -2.5559 1.8716 -1.4303
H -1.4875 0.4365 -2.2046
H -3.1200 0.3359 -1.3233
H 0.4143 1.8563 -0.4524
C 2.5985 -1.2227 0.8901
C 2.6974 -1.2779 -0.6099
H 1.5001 -1.3275 1.2069
H 3.1047 -2.0820 1.4350
H 2.9994 -0.3018 1.3974
H 3.4857 -2.0112 -0.7492
H 2.7266 -0.3077 -1.0966
H 1.7684 -1.7069 -1.0601
*
```

=====

x | ORCA calculation (ωB97M-V/def2-TZVPD) on 2 unconnected molecules or ions with the total composition C5H14O.

## Properties
Kohn-Sham gap = 11.16 eV
SMILES string = CCC.CCO
HOMO = -10.16 eV

```
! RIJCOSX wB97M-V def2-TZVPD def2/J DEFGRID3
* xyz 0 1
C 0.9237 -1.5418 -0.8719
C 1.4812 -0.1738 -1.4073
C 1.8012 0.9241 -0.4046
H 1.7960 -2.1090 -0.5010
H 0.8590 -2.1718 -1.7884
H 0.0949 -1.6251 -0.2293
H 2.3856 -0.5764 -1.9330
H 0.6746 0.1678 -2.0669
H 2.4338 1.5741 -1.0418
H 0.9123 1.5148 -0.3082
H 2.1581 0.6902 0.5976
C -2.3663 -0.2828 0.7372
C -1.6648 0.7222 1.6893
O -0.9305 1.6391 0.8735
H -1.5286 -0.6446 0.1503
H -3.0968 0.0895 0.0550
H -2.8494 -1.1646 1.2094
H -2.1353 1.5077 2.2762
H -0.8864 0.2109 2.3571
H -0.0624 1.2493 0.6068
*
```

=====

Least stable structure: x

=====

w | ORCA calculation (ωB97M-V/def2-TZVPD) on 2 unconnected molecules or ions with the total composition C5H14O.

## Properties
Kohn-Sham gap = 11.65 eV
SMILES string = CCCCC.O
HOMO = -10.92 eV

```
! RIJCOSX wB97M-V def2-TZVPD def2/J DEFGRID3
* xyz 0 1
C 2.1906 0.8790 -2.5130
C 1.9228 -0.4152 -1.7079
C 1.4640 -0.1393 -0.2725
C -0.0336 0.0039 -0.0655
C -0.5913 1.3505 -0.5092
H 2.2437 0.7559 -3.5925
H 1.4202 1.6105 -2.2706
H 3.1294 1.3130 -2.1568
H 1.1650 -1.0121 -2.2082
H 2.8384 -0.9982 -1.6528
H 1.9696 0.7749 0.0697
H 1.8720 -0.9540 0.3253
H -0.2477 -0.1595 0.9928
H -0.6133 -0.8010 -0.5440
H 0.0596 2.1646 -0.1994
H -1.5557 1.5430 -0.0509
H -0.6824 1.3839 -1.5922
O -4.0552 -1.6111 4.3937
H -3.8746 -1.0074 3.6529
H -4.8827 -1.2608 4.7426
*
```

=====

x | ORCA calculation (ωB97M-V/def2-TZVPD) on 2 unconnected molecules or ions with the total composition C5H14O.

## Properties
Kohn-Sham gap = 10.80 eV
SMILES string = CC(C)O.CC
HOMO = -9.95 eV

```
! RIJCOSX wB97M-V def2-TZVPD def2/J DEFGRID3
* xyz 0 1
C 1.3898 -2.2966 -0.6661
C 0.4152 -1.1942 -1.2307
C 0.9609 0.1202 -1.8536
O -0.3463 -1.8029 -2.3695
H 2.0588 -1.7493 0.0264
H 1.8374 -3.0656 -1.2813
H 0.7344 -2.7374 0.1994
H -0.3366 -0.8544 -0.5402
H 1.9957 -0.0037 -2.2592
H 0.4277 0.3868 -2.7351
H 0.8912 0.9640 -1.1774
H -1.0536 -1.0792 -2.5518
C -0.6327 1.5266 1.5006
C -1.5919 1.8107 2.6494
H 0.0484 2.3028 1.2409
H -0.0912 0.5835 1.7019
H -1.1629 1.4242 0.5985
H -1.2444 2.7932 3.0081
H -2.6648 1.8216 2.3384
H -1.6350 1.0497 3.4015
*
```

=====

y | ORCA calculation (ωB97M-V/def2-TZVPD) on 2 unconnected molecules or ions with the total composition C5H14O.

## Properties
Kohn-Sham gap = 11.75 eV
SMILES string = CCCCC.O
HOMO = -10.78 eV

```
! RIJCOSX wB97M-V def2-TZVPD def2/J DEFGRID3
* xyz 0 1
C 0.0000 0.0000 0.0000
C -0.8223 -1.1270 -0.6000
C -1.7373 -0.8218 -1.8291
C -3.3230 -0.6031 -1.5881
C -3.6287 0.4936 -0.5760
H 0.3514 -0.2785 1.0078
H -0.6250 0.9050 0.0830
H 0.8772 0.2345 -0.6262
H -0.1688 -2.0005 -0.7880
H -1.5327 -1.4046 0.2023
H -1.3751 0.0846 -2.3514
H -1.5159 -1.6933 -2.4746
H -3.7131 -0.3934 -2.6027
H -3.7595 -1.5631 -1.2515
H -4.6999 0.7268 -0.4546
H -3.0956 1.4201 -0.8481
H -3.2357 0.1321 0.3891
O -1.0769 5.2654 -5.8363
H -0.5550 4.5048 -6.1791
H -0.4459 6.0204 -5.8387
*
```

=====

Least stable structure: x

=====

w | ORCA calculation (ωB97M-V/def2-TZVPD) on 2 unconnected molecules or ions with the total composition C5H14O.

## Properties
Kohn-Sham gap = 11.31 eV
SMILES string = CC(C)O.CC
HOMO = -10.39 eV

```
! RIJCOSX wB97M-V def2-TZVPD def2/J DEFGRID3
* xyz 0 1
C -0.8899 -1.8681 0.1391
C -1.0092 -0.9611 1.3113
C -1.4516 0.4490 1.0318
O -1.9884 -1.5604 2.2388
H -1.5480 -1.7608 -0.7161
H -1.0705 -2.9614 0.4862
H 0.1428 -1.7693 -0.3564
H -0.0228 -0.9156 1.8685
H -1.4000 0.7814 -0.0367
H -2.5340 0.4556 1.2037
H -0.8311 1.1850 1.5482
H -1.5647 -1.7026 3.0908
C 1.3390 1.9300 -1.1861
C 2.1622 0.6982 -1.6815
H 0.4399 2.0306 -1.8074
H 1.0740 1.8152 -0.1325
H 2.0746 2.7651 -1.3146
H 2.2366 0.8821 -2.7647
H 1.6724 -0.2672 -1.5464
H 3.1686 0.7742 -1.3760
*
```

=====

x | ORCA calculation (ωB97M-V/def2-TZVPD) on 2 unconnected molecules or ions with the total composition C5H14O.

## Properties
Kohn-Sham gap = 11.02 eV
SMILES string = CCC(C)C.O
HOMO = -10.24 eV

```
! RIJCOSX wB97M-V def2-TZVPD def2/J DEFGRID3
* xyz 0 1
C -1.0707 -2.0679 0.2581
C 0.0097 -0.9605 0.1091
C -0.3084 0.5652 0.2295
C 0.1788 1.3347 -0.9866
C -1.7811 0.8324 0.5163
H -2.1547 -1.9189 0.1712
H -0.9909 -2.3485 1.3066
H -0.7685 -2.9495 -0.3072
H 0.4724 -1.0163 -0.8916
H 0.7667 -1.3822 0.7836
H 0.3447 0.7735 1.0854
H -0.1319 2.3823 -0.9932
H 1.2458 1.2237 -1.1607
H -0.2227 0.8164 -1.8751
H -2.4637 0.7339 -0.3213
H -2.1803 0.1105 1.2288
H -1.8636 1.7596 1.0861
O 3.4089 0.5753 -0.3520
H 3.7291 1.4721 -0.2730
H 3.7803 0.0642 0.3858
*
```

=====

Least stable structure: w